This record from OMol25 describes a molecular structure, C19H23N5O6S2W. The level of theory is ωB97M-V with the def2-TZVPD basis set.

HOMO (alpha / beta) ... -13.690 / -13.689 eV
Charge ... +2
Orbital gap (alpha / beta) ... 6.99 / 6.99 eV
E_LUMO (alpha / beta) ... -0.2464 / -0.2464 hartree
Spin multiplicity ... 1

Cartesian coordinates (Å):
W  0.6882  -0.8771  -1.0030
N  -3.8837  -2.8987  0.5818
C  -2.3970  -2.4993  0.5825
C  -2.2218  -1.1499  -0.0922
C  -2.3962  -1.1519  -1.6363
N  -1.3024  -0.3223  -2.2292
C  -2.3134  -2.5568  -2.2255
C  -1.2806  -3.4380  -1.5507
N  0.0777  -2.8548  -1.8471
C  -1.5131  -3.5848  -0.0363
H  -4.4545  -2.1904  1.0532
H  -4.0192  -3.7781  1.0891
H  -4.2749  -3.0297  -0.3536
H  -2.1739  -2.4110  1.6438
H  -1.2052  -0.8402  0.1796
H  -2.8168  -0.3669  0.3840
H  -3.3665  -0.7255  -1.8900
H  -1.3922  0.6538  -1.9535
H  -1.3696  -0.3412  -3.2442
H  -2.1128  -2.4870  -3.2979
H  -3.2842  -3.0629  -2.1860
H  -1.3181  -4.4276  -2.0002
H  0.1834  -2.8011  -2.8614
H  0.8110  -3.4947  -1.5406
H  -0.5589  -3.5225  0.4950
H  -1.8922  -4.5833  0.1933
S  2.7383  -0.8539  -1.8969
C  3.9675  -1.1265  -0.6384
C  5.3167  -0.9576  -0.9146
C  6.2325  -1.1543  0.1107
C  5.7962  -1.5153  1.3837
C  4.4415  -1.6841  1.6470
C  3.5357  -1.4823  0.6168
S  1.7670  -1.6245  0.8360
H  5.6476  -0.6698  -1.9050
H  7.2880  -1.0220  -0.0851
H  6.5172  -1.6646  2.1764
H  4.0994  -1.9598  2.6372
O  2.1818  1.7077  0.3909
C  1.0298  1.8641  0.1824
O  0.2268  0.9304  -0.5147
C  0.2571  3.0378  0.6329
C  -1.1186  2.9997  0.7685
C  -1.7614  4.1148  1.2439
C  -1.1112  5.2844  1.5757
C  0.2592  5.2769  1.4130
C  0.9680  4.1857  0.9623
N  1.0167  6.5145  1.7510
O  0.3743  7.4618  2.1353
O  2.2138  6.4853  1.5752
N  -3.2387  4.0485  1.4078
O  -3.7939  5.0279  1.8328
O  -3.7810  3.0076  1.0830
H  -1.6937  2.1195  0.5241
H  -1.6331  6.1564  1.9417
H  2.0437  4.2337  0.8718



This record from OMol25 describes a gas-phase ion, C6H14NO (charge +1). The level of theory is ωB97M-V with the def2-TZVPD basis set.

HOMO ... -14.080 eV
Charge ... +1
Orbital gap ... 10.59 eV
E_LUMO ... -0.1282 hartree
Spin multiplicity ... 1

Cartesian coordinates (Å):
C  -0.7744  1.5699  -0.5854
C  0.4056  0.7489  -0.3356
C  -0.7551  2.6684  -1.6888
C  0.8636  -2.0893  -0.4110
C  -1.1176  -1.0844  0.8475
C  0.3526  -0.9520  0.3981
N  1.0821  -0.7413  1.6671
O  0.0696  1.7195  0.5523
H  -1.7889  1.1060  -0.5219
H  1.3542  0.7103  -0.8057
H  0.1372  3.2125  -1.7004
H  -1.5678  3.3794  -1.7082
H  -0.7386  2.4263  -2.7274
H  1.9066  -1.9777  -0.7057
H  0.3852  -2.0860  -1.3690
H  0.7010  -3.1589  -0.0251
H  -1.1587  -1.6322  1.7074
H  -1.4629  -0.0859  1.1289
H  -1.6938  -1.4235  0.0301
H  1.9141  -0.2442  1.7145
H  1.4588  -1.6697  2.1209
H  0.4271  -0.3960  2.4173



| no. | F_max (eV/Å) | total energy (hartree) |
| --- | --- | --- |
| 1 | 1.3 | -2325.8359 |
| 2 | 5.1 | -366.6558 |